1.
21
Properties=species:S:1:pos:R:3 method="wB97M-V/def2-TZVPD" multiplicity=1 e_tot_ha=-812.8406 total_charge=+1
C 1.31 -1.24 1.45
C 1.22 -1.01 0.07
C 0.42 -0.74 2.30
C 0.26 -0.20 -0.41
C -0.86 0.38 0.69
C 0.00 0.33 -1.82
C -1.47 0.53 2.98
C 0.78 0.35 -4.00
N -0.59 0.05 1.93
O -1.05 0.87 -2.06
O 0.98 0.06 -2.60
I -2.45 1.59 0.29
H 2.16 -1.87 1.66
H 1.95 -1.51 -0.70
H 0.54 -1.06 3.28
H -2.60 0.14 2.91
H -1.32 0.12 3.98
H -1.66 1.55 3.10
H 1.10 -0.43 -4.71
H 1.43 1.17 -4.12
H -0.13 0.93 -4.23


2.
8
Properties=species:S:1:pos:R:3 method="wB97M-V/def2-TZVPD" multiplicity=1 e_tot_ha=-511.8148 total_charge=0
C -0.35 -0.07 -0.09
N 0.16 -0.62 -1.16
O -1.55 0.11 0.01
P 0.84 0.63 1.20
H -0.28 -1.13 -1.99
H 1.19 -0.93 -1.30
H 0.00 1.76 1.19
H -0.01 0.25 2.15


3.
92
Properties=species:S:1:pos:R:3 method="wB97M-V/def2-TZVPD" multiplicity=1 e_tot_ha=-5185.4234 total_charge=+1
Ta 0.67 0.11 1.02
O 5.86 1.72 0.82
C 5.73 0.89 -0.22
C 6.78 0.84 -1.14
C 6.72 0.00 -2.23
C 5.61 -0.82 -2.44
C 4.56 -0.76 -1.55
C 4.60 0.09 -0.44
C 3.45 0.13 0.46
O 2.32 -0.48 0.11
N 3.48 0.76 1.59
N 2.24 0.68 2.19
C 2.19 0.82 3.54
C 0.97 0.45 4.04
C 0.57 0.43 5.41
C -0.63 -0.09 5.76
C -1.47 -0.63 4.73
C -1.09 -0.55 3.44
N 0.10 0.04 3.04
H 5.08 1.63 1.41
H 7.64 1.48 -0.96
H 7.55 -0.03 -2.92
H 5.57 -1.48 -3.29
H 3.69 -1.38 -1.69
H 3.06 1.14 4.09
H 1.26 0.82 6.14
H -0.94 -0.12 6.79
H -2.41 -1.10 4.98
H -1.71 -0.95 2.66
O -3.74 -2.02 -4.29
C -3.24 -2.94 -3.35
C -2.42 -2.21 -2.33
C -2.34 -0.83 -2.31
C -1.56 -0.23 -1.33
N -0.88 -0.91 -0.41
C -0.94 -2.26 -0.44
C -1.70 -2.93 -1.37
C -0.12 -2.95 0.58
C -0.07 -4.33 0.72
C 0.78 -4.89 1.66
C 0.90 -6.39 1.80
O -0.11 -7.09 1.11
C 1.54 -4.04 2.46
C 1.42 -2.68 2.29
N 0.61 -2.15 1.36
H -4.34 -2.46 -4.89
H -2.61 -3.70 -3.83
H -4.05 -3.47 -2.83
H -2.85 -0.22 -3.04
H -1.47 0.85 -1.29
H -1.73 -4.01 -1.38
H -0.66 -4.99 0.10
H 0.94 -6.66 2.85
H 1.86 -6.69 1.36
H -0.83 -7.30 1.71
H 2.21 -4.43 3.21
H 1.97 -1.98 2.90
F -4.62 5.13 2.39
C -4.93 3.84 2.54
F -6.02 3.58 1.80
F -5.25 3.64 3.82
C -3.77 2.95 2.14
C -2.48 3.31 2.49
C -1.45 2.47 2.12
N -1.64 1.33 1.43
C -2.89 0.99 1.14
C -3.99 1.77 1.46
H -2.27 4.22 3.03
H -0.43 2.72 2.37
H -3.04 0.05 0.63
H -4.98 1.45 1.18
Se 1.00 2.39 -0.10
C 1.43 0.60 -3.04
Si 0.87 2.26 -2.40
C 2.01 3.59 -3.03
C -0.90 2.60 -2.92
C -1.78 3.34 -2.12
C -3.09 3.57 -2.51
C -3.55 3.06 -3.72
C -2.70 2.33 -4.54
C -1.39 2.11 -4.14
H 1.36 0.59 -4.13
H 0.84 -0.24 -2.66
H 2.47 0.44 -2.78
H 1.97 3.63 -4.12
H 3.04 3.39 -2.72
H 1.72 4.57 -2.63
H -1.43 3.73 -1.17
H -3.75 4.15 -1.88
H -4.58 3.24 -4.03
H -3.05 1.94 -5.48
H -0.74 1.53 -4.79


4.
9
Properties=species:S:1:pos:R:3 method="wB97M-V/def2-TZVPD" multiplicity=1 e_tot_ha=-226.0979 total_charge=0
C -0.08 0.25 -0.09
C -1.51 0.03 -0.09
C -2.68 -0.39 -0.07
H 2.71 -0.79 0.36
H 2.19 0.78 0.24
H 0.23 1.32 -0.12
H -3.76 -0.33 0.03
N 2.09 -0.16 -0.16
N 0.80 -0.71 -0.11


5.
36
Properties=species:S:1:pos:R:3 method="wB97M-V/def2-TZVPD" multiplicity=1 e_tot_ha=-1540.9882 total_charge=0
C -1.88 -4.69 -2.09
C -1.88 -3.44 -3.02
C -2.39 -2.30 -2.27
C -1.41 -1.21 -1.63
H -1.96 -0.19 -1.34
H -0.77 -0.76 -2.30
C -0.69 -1.75 -0.31
C 0.48 -0.83 0.06
N 0.94 0.23 -0.48
N 1.66 0.89 0.25
C 2.10 0.32 1.55
N 2.92 0.97 2.41
C 3.22 2.31 2.36
O 4.14 2.33 3.43
C 2.90 3.26 1.39
C 1.31 3.46 1.75
C 0.29 3.59 0.60
C -0.93 3.78 1.17
C -0.85 3.67 2.37
S 0.61 3.54 3.30
H -1.72 4.00 3.03
H -1.68 3.84 0.67
H 0.76 3.38 -0.35
H 3.04 2.81 0.67
H 3.65 4.10 1.53
H 2.99 0.23 3.13
S 0.90 -0.99 1.72
H 0.15 -2.79 -0.87
H -1.26 -2.19 0.44
H -3.10 -1.57 -2.84
H -2.97 -2.56 -1.42
H -2.33 -3.42 -3.94
H -0.78 -3.15 -3.23
H -1.34 -4.42 -1.24
H -1.42 -5.37 -2.70
H -2.72 -5.07 -1.82


6.
93
Properties=species:S:1:pos:R:3 method="wB97M-V/def2-TZVPD" multiplicity=1 e_tot_ha=-1939.9967 total_charge=+1
C 7.53 4.61 9.52
C 7.49 3.01 9.78
C 8.72 2.17 9.34
C 8.88 1.87 7.75
N 10.13 1.19 7.34
C 9.96 0.82 5.88
C 9.50 -0.56 5.66
C 9.42 -1.13 7.19
C 10.20 -0.14 8.03
C 11.44 2.00 7.58
C 11.42 3.40 6.89
C 12.88 4.08 6.96
H 6.66 5.22 9.97
H 7.33 4.71 8.50
H 8.36 5.13 9.83
H 6.64 2.50 9.25
H 7.74 2.87 10.94
H 8.69 1.37 10.09
H 9.58 2.76 9.66
H 8.83 2.78 6.98
H 8.04 1.42 7.30
H 10.83 0.91 5.15
H 9.25 1.42 5.32
H 10.20 -1.24 4.93
H 8.47 -0.67 5.17
H 9.84 -2.00 7.29
H 8.38 -1.13 7.41
H 11.18 -0.40 7.82
H 10.08 -0.03 9.14
H 12.51 1.43 7.37
H 11.46 2.02 8.69
H 10.92 4.24 7.39
H 11.08 3.40 6.01
H 13.13 4.17 7.95
H 12.97 4.96 6.51
H 13.60 3.53 6.24
O 8.18 -4.14 4.59
H 8.61 -3.68 3.94
H 8.69 -3.84 5.40
O 9.49 -4.06 7.09
H 8.90 -3.75 7.72
H 9.38 -4.94 7.29
O 10.98 -0.73 11.31
H 11.34 -0.60 12.23
H 11.56 0.04 10.80
O 15.58 6.59 6.84
H 15.60 6.94 5.84
H 14.90 6.61 7.43
O 12.66 -3.09 3.88
H 12.11 -2.58 3.42
H 12.13 -3.82 4.21
O 6.65 2.32 5.13
H 5.99 1.90 5.91
H 7.33 2.92 5.25
O 15.27 3.13 9.24
H 14.76 3.84 9.72
H 15.86 3.56 8.48
O 9.44 -2.52 2.72
H 9.33 -2.93 1.84
H 9.00 -1.59 2.80
O 9.23 7.07 6.62
H 9.03 6.16 6.49
H 8.50 7.68 6.62
O 4.01 4.14 7.76
H 4.30 4.90 8.41
H 3.81 4.52 6.88
O 7.09 -2.59 8.34
H 7.59 -2.26 9.09
H 6.38 -1.99 8.16
O 12.33 -2.40 6.34
H 11.34 -2.13 6.45
H 12.34 -2.53 5.35
O 10.08 4.05 3.64
H 9.60 4.06 2.90
H 10.81 4.56 3.51
O 5.49 6.20 12.15
H 6.17 6.53 11.63
H 4.75 6.08 11.42
O 8.34 -1.67 10.83
H 9.32 -1.54 11.12
H 8.04 -2.21 11.67
O 14.68 1.10 4.43
H 14.58 0.29 4.94
H 13.78 1.50 4.43
O 8.38 4.59 5.61
H 7.63 5.15 5.34
H 9.24 4.43 4.94
O 12.36 2.25 3.10
H 11.72 2.84 3.36
H 11.78 1.57 2.74
O 12.56 0.43 10.14
H 12.91 0.57 11.17
H 13.34 0.22 9.73


7.
118
Properties=species:S:1:pos:R:3 method="wB97M-V/def2-TZVPD" multiplicity=1 e_tot_ha=-4690.9005 total_charge=0
C -1.76 4.02 -3.98
C -0.42 4.80 -3.89
C 0.72 3.80 -3.68
C 0.64 2.50 -4.12
C 1.67 1.63 -3.85
C 2.77 2.08 -3.14
C 2.89 3.39 -2.73
C 1.85 4.25 -3.00
O 1.90 5.57 -2.60
C 3.84 1.05 -2.85
O 5.03 1.27 -2.89
C 3.27 -0.31 -2.49
C 3.82 -1.05 -1.48
C 3.24 -2.27 -1.17
C 3.80 -3.10 -0.01
C 4.01 -2.15 1.20
C 3.80 -2.83 2.58
F 4.53 -2.11 3.46
F 4.28 -4.08 2.46
C 2.28 -2.82 2.91
F 1.73 -3.79 2.16
F 1.67 -1.70 2.55
S 1.83 -3.17 4.72
F 2.42 -1.78 5.17
F 0.40 -2.46 4.50
F 1.13 -4.56 4.34
F 3.18 -3.94 4.99
F 1.41 -3.43 6.22
C 2.17 -2.71 -1.90
C 1.61 -1.96 -2.92
C 2.17 -0.75 -3.20
C 1.63 0.18 -4.26
O 1.22 -0.20 -5.34
H -1.74 3.18 -3.28
H -1.88 3.67 -5.00
H -2.57 4.68 -3.67
H -0.24 5.45 -4.75
H -0.45 5.39 -2.97
H -0.24 2.15 -4.65
H 3.77 3.71 -2.19
H 1.95 5.55 -1.63
H 4.68 -0.65 -0.95
H 4.76 -3.48 -0.36
H 3.11 -3.91 0.19
H 5.08 -1.88 1.21
H 3.47 -1.20 1.12
H 1.68 -3.66 -1.66
H 0.75 -2.32 -3.47
C -2.13 -4.03 2.54
C -1.10 -4.94 1.92
O -1.89 -6.04 1.46
C -3.16 -5.59 1.29
O -4.03 -6.21 0.76
O -3.32 -4.34 1.80
H -1.88 -2.97 2.45
H -2.31 -4.25 3.60
H -0.61 -4.48 1.06
H -0.35 -5.27 2.62
C -6.78 2.29 -4.21
C -5.87 2.68 -3.07
O -4.58 2.68 -3.69
C -4.76 2.87 -5.02
O -3.88 3.08 -5.79
O -6.08 2.78 -5.35
H -7.77 2.75 -4.14
H -6.89 1.21 -4.30
H -6.08 3.69 -2.69
H -5.90 1.98 -2.24
C 0.89 8.36 2.13
C 1.97 7.49 1.53
O 1.24 6.32 1.15
C -0.06 6.67 0.98
O -0.89 5.97 0.51
O -0.28 7.94 1.43
H 1.07 9.42 1.97
H 0.74 8.18 3.20
H 2.42 7.92 0.64
H 2.75 7.24 2.24
C 7.39 3.27 -0.54
C 6.58 2.29 0.27
O 5.67 3.13 0.98
C 5.55 4.28 0.26
O 4.72 5.11 0.47
O 6.46 4.34 -0.73
H 7.70 2.87 -1.50
H 8.27 3.64 -0.01
H 5.99 1.61 -0.35
H 7.19 1.71 0.96
C 5.68 -7.77 3.25
C 4.33 -7.20 2.88
O 3.80 -8.19 2.00
C 4.42 -9.37 2.28
O 4.09 -10.42 1.85
O 5.46 -9.18 3.13
H 5.99 -7.51 4.25
H 6.46 -7.48 2.54
H 3.67 -7.10 3.75
H 4.41 -6.24 2.38
C -5.11 -1.37 1.95
C -4.20 -0.26 2.40
O -3.68 0.24 1.16
C -4.57 -0.08 0.19
O -4.53 0.33 -0.93
O -5.53 -0.93 0.65
H -5.97 -1.49 2.61
H -4.60 -2.33 1.85
H -4.73 0.55 2.91
H -3.39 -0.61 3.04
C -8.62 0.08 0.09
C -9.52 -0.88 0.82
O -10.43 0.00 1.48
C -10.46 1.17 0.79
O -11.23 2.05 0.98
O -9.48 1.20 -0.15
H -8.25 -0.33 -0.85
H -7.77 0.40 0.69
H -10.09 -1.53 0.15
H -8.99 -1.49 1.54


8.
72
Properties=species:S:1:pos:R:3 method="wB97M-V/def2-TZVPD" multiplicity=1 e_tot_ha=-13861.7664 total_charge=0
W -0.21 0.42 -0.45
O 0.05 -5.24 3.02
C 1.36 -5.08 3.08
O 2.06 -5.78 3.78
C 2.00 -4.01 2.25
C 3.37 -3.91 2.21
N 3.67 -2.85 1.43
N 2.59 -2.23 0.96
C 1.56 -2.91 1.45
C 0.17 -2.53 1.08
O -0.75 -3.32 1.30
O -0.02 -1.38 0.49
H -0.34 -4.57 2.38
H 4.12 -4.52 2.67
H 4.58 -2.51 1.18
Se -0.05 1.73 -2.44
Te 1.03 -1.14 -2.42
Te -1.61 -1.62 -2.28
Se -2.64 -0.03 -0.53
C 4.46 2.91 -0.70
Si 3.19 3.18 0.63
C 3.83 2.99 2.36
C 2.14 4.68 0.32
Se 1.88 1.30 0.42
H 5.09 3.79 -0.85
H 3.95 2.69 -1.64
H 5.11 2.07 -0.45
H 4.61 3.71 2.59
H 4.24 1.99 2.51
H 3.01 3.13 3.05
H 2.74 5.58 0.17
H 1.47 4.85 1.16
H 1.53 4.52 -0.57
C -0.40 0.38 7.07
C 0.07 0.12 5.65
C -1.06 -0.32 4.74
C -0.64 -0.61 3.29
Ge -0.85 0.96 2.13
C 0.04 2.51 2.96
C -0.90 3.31 3.86
C -0.27 4.60 4.40
C 0.94 4.36 5.29
H 0.41 0.70 7.72
H -0.84 -0.52 7.51
H -1.17 1.16 7.10
H 0.84 -0.65 5.65
H 0.54 1.03 5.26
H -1.87 0.42 4.77
H -1.50 -1.23 5.16
H -1.29 -1.37 2.86
H 0.38 -1.00 3.26
H -2.38 1.27 2.30
H 0.47 3.17 2.20
H 0.89 2.10 3.51
H -1.23 2.71 4.71
H -1.80 3.56 3.30
H -1.02 5.15 4.97
H 0.01 5.24 3.55
H 0.69 3.67 6.10
H 1.31 5.28 5.74
H 1.77 3.92 4.73
Se -1.05 3.03 -0.16
C -2.36 3.51 -1.50
C -2.04 4.11 -2.71
C -3.06 4.41 -3.60
N -4.35 4.17 -3.37
C -4.64 3.63 -2.20
C -3.70 3.28 -1.24
H -1.01 4.37 -2.95
H -2.82 4.87 -4.55
H -5.69 3.45 -2.01
H -4.01 2.83 -0.31